No. 1
The following is a quantum chemistry calculation of a molecular structure, CH5N2O2Sn at a distorted geometry, from the OMol25 dataset.

XYZ file:
```
11
Properties=species:S:1:pos:R:3:forces:R:3
Sn 1.915920 -0.959896 2.196389 -1.167 0.616 -0.709
O 4.156474 0.656919 3.145995 -0.902 -0.616 -0.323
H 4.699373 1.032804 2.425913 0.386 0.269 -0.022
C -1.097791 -0.246743 -0.503497 -2.402 -1.453 1.207
O -0.521470 -0.486452 0.616278 0.657 -0.641 0.354
N -0.663080 0.605303 -1.339396 3.739 2.990 -1.337
N -2.288095 -0.687541 -0.972575 0.531 -1.285 1.876
H -1.137362 0.821898 -2.204399 0.484 0.444 0.249
H 0.146340 1.094956 -0.985592 -0.050 0.463 -1.025
H -2.819737 -1.347022 -0.422537 -0.218 -0.069 -0.649
H -2.390572 -0.484226 -1.956580 -1.057 -0.719 0.380
```
Forces are in eV/Å.

The molecular weight is 195.774 g/mol. As for the total charge: +2. Its total energy is -14002.55667 eV. As for the spin multiplicity: 2.

No. 2
The following is a quantum chemistry calculation of a molecular structure, C56H50Cl2EuN3O3S2 at a distorted geometry, from the OMol25 dataset.

XYZ file:
```
117
Properties=species:S:1:pos:R:3:forces:R:3
Eu 1.675748 0.907239 1.143467 -0.624 0.388 -0.397
Cl 6.725751 -0.219121 2.351383 -0.245 -0.105 -0.448
C 5.378440 -0.245073 3.433599 0.270 0.236 0.521
C 5.718953 -0.211231 4.792885 0.413 -0.171 0.846
C 4.811058 -0.117002 5.818015 -0.253 -0.164 -1.315
Cl 5.277946 -0.138333 7.467795 0.195 0.024 0.340
C 3.436017 -0.092256 5.460404 -0.280 -0.446 0.702
C 2.362848 -0.181601 6.375915 -0.007 0.193 -0.191
C 1.079112 -0.200898 5.885600 -0.238 0.100 0.632
C 0.846189 -0.093711 4.512790 -0.187 0.058 -0.378
N 1.836519 -0.048904 3.633805 -1.735 -0.047 0.483
C 3.089030 -0.104901 4.096491 0.848 0.046 -0.263
C 4.065305 -0.131708 3.035739 -0.136 0.460 -0.791
O 3.624226 0.008843 1.831770 1.150 -0.734 -0.007
H 6.778376 -0.290589 5.010964 -0.083 0.110 0.180
H 2.549278 -0.219582 7.447730 0.010 -0.011 -0.262
H 0.240914 -0.252544 6.575774 0.087 -0.008 -0.162
H -0.186170 -0.037723 4.123626 0.600 -0.016 0.163
C 1.073394 -0.643867 -8.270420 -0.834 0.049 -0.358
C 1.034931 -0.479959 -6.782547 -0.104 -0.074 -0.025
C 1.844494 0.404838 -6.087369 0.422 0.525 0.781
C 1.767396 0.549070 -4.690896 0.563 0.164 -0.651
C 0.913402 -0.274784 -3.986302 -0.722 -0.414 -0.006
C 0.105235 -1.181156 -4.676189 0.116 -0.199 -0.110
C 0.160740 -1.278762 -6.054525 -0.074 0.380 0.264
S 0.623478 -0.357253 -2.226194 0.028 -0.284 0.086
O 1.936249 -0.387456 -1.484567 -0.249 0.511 0.147
C -0.142454 1.234583 -1.933624 0.203 0.256 -0.099
C 0.699814 2.371485 -1.821616 -0.165 0.055 0.011
C 0.163496 3.598485 -1.497682 0.417 -0.864 -0.375
C -1.230293 3.740038 -1.373310 -0.500 -0.490 -0.129
C -1.819737 5.012358 -1.164408 -0.945 -0.163 -0.249
C -3.186759 5.145659 -1.224375 0.160 -0.069 0.028
C -4.041489 4.031416 -1.443500 0.649 0.129 0.368
C -3.492597 2.779252 -1.559074 0.163 0.453 -0.246
C -2.076671 2.587357 -1.564554 -0.195 1.122 0.359
C -1.511602 1.311959 -1.799805 0.347 0.249 0.347
C -2.407133 0.135740 -2.010870 0.701 -0.427 0.603
C -2.910125 -0.047530 -3.315890 -0.163 0.045 -1.197
C -2.700457 0.955517 -4.309409 0.248 -0.094 1.026
C -3.151948 0.782333 -5.569900 0.031 0.405 -0.411
C -3.892079 -0.348865 -5.915096 -0.393 -0.759 0.104
C -4.118358 -1.336171 -4.992030 0.288 0.532 -0.548
C -3.594032 -1.236330 -3.695444 -0.104 0.145 1.077
C -3.797548 -2.231731 -2.693138 0.127 0.480 -0.200
C -3.362285 -2.008998 -1.416340 -0.040 -0.390 -0.444
C -2.639539 -0.839332 -1.070466 -0.277 0.156 -0.029
S -2.092683 -0.819365 0.649877 0.634 -0.287 -0.433
O -0.994625 0.187915 0.839652 -0.283 -0.020 -0.016
C -3.611028 -0.330436 1.403369 -0.671 0.543 0.177
C -4.171869 -1.316365 2.198988 -0.680 0.406 0.530
C -5.342235 -1.084746 2.931874 0.941 0.631 -1.150
C -5.936700 0.161062 2.824432 -0.830 -0.091 0.646
C -7.162973 0.406735 3.671467 0.033 0.031 -0.563
C -5.415242 1.151956 1.981572 0.339 -0.412 0.586
C -4.254557 0.920785 1.273211 0.179 -0.665 0.158
H 1.083908 0.291492 -8.838080 0.285 0.007 0.304
H 0.140853 -1.145599 -8.581655 0.495 -0.010 0.015
H 1.918671 -1.253183 -8.566742 0.171 -0.094 -0.172
H 2.586496 1.013981 -6.601937 -0.282 -0.084 -0.079
H 2.418351 1.283547 -4.211756 -0.240 -0.312 0.005
H -0.567536 -1.837411 -4.139680 -0.050 0.053 0.161
H -0.512363 -1.941840 -6.576078 -0.014 -0.184 -0.015
H 1.763089 2.244498 -2.039692 -0.228 0.110 0.305
H 0.802033 4.463144 -1.415798 0.073 0.130 0.094
H -1.222309 5.903961 -1.029053 0.235 -0.162 0.062
H -3.627460 6.128721 -1.112025 0.007 -0.028 0.007
H -5.111345 4.212492 -1.473052 0.103 -0.252 -0.071
H -4.124738 1.925175 -1.726151 -0.203 -0.196 -0.008
H -2.193821 1.869736 -4.007527 -0.027 -0.214 -0.312
H -2.950793 1.547490 -6.294521 -0.055 0.223 -0.316
H -4.336386 -0.471508 -6.892388 0.131 0.185 -0.145
H -4.722509 -2.163468 -5.288291 -0.249 -0.633 0.060
H -4.301921 -3.158830 -2.954114 0.012 0.162 0.077
H -3.561861 -2.799310 -0.706317 0.146 0.135 0.388
H -3.716489 -2.269582 2.309395 0.589 -0.649 -0.069
H -5.738267 -1.853532 3.567105 -0.170 -0.140 0.189
H -7.234987 -0.345540 4.432973 -0.067 -0.361 0.420
H -8.078275 0.359564 3.086917 -0.075 -0.038 -0.220
H -7.163850 1.367303 4.152885 0.173 0.530 0.183
H -5.872061 2.130305 2.019240 -0.061 0.074 -0.345
H -3.856523 1.694301 0.648045 0.336 0.221 -0.146
C 1.466112 3.464397 1.982928 0.856 -0.763 0.548
C 2.937708 3.495245 2.010979 -1.201 -0.859 0.591
C 3.645551 3.252989 3.208580 0.082 0.364 0.109
C 5.015742 3.347118 3.292589 0.114 0.000 -0.163
C 5.782316 3.632337 2.155348 -0.370 -0.088 0.393
C 5.103459 3.683491 0.956970 0.406 0.183 -1.175
C 3.726755 3.536618 0.869501 0.138 0.464 0.146
H 1.010333 4.112354 1.260192 -0.226 0.391 -0.395
H 1.046773 3.590793 2.985837 -0.089 0.080 -0.202
H 3.084900 3.099978 4.111717 -0.266 -0.066 0.369
H 5.484850 3.223761 4.260698 0.096 0.020 0.021
H 6.837455 3.834280 2.247913 0.126 -0.146 -0.176
H 5.615569 3.888595 0.008855 0.112 -0.168 0.460
H 3.217461 3.618578 -0.070823 -0.039 0.137 -0.651
C 1.132664 -5.042478 0.090451 -0.225 0.507 -0.907
C 1.168635 -3.488711 -0.181248 0.594 -0.544 0.519
N 1.423285 -2.785018 1.073299 0.086 -0.116 -0.012
C 2.797483 -3.055188 1.509099 -0.206 0.667 -0.581
C 3.060855 -4.560628 1.508281 0.674 0.043 0.172
N 1.740768 -5.246616 1.428503 0.054 -0.512 -0.131
C 0.811273 -4.723797 2.473115 0.648 0.568 0.081
C 0.534892 -3.260388 2.120629 0.063 0.416 0.169
H 1.715432 -5.579148 -0.677001 -0.279 0.025 0.484
H 0.115553 -5.457947 0.169566 0.339 0.211 -0.306
H 0.246973 -3.164379 -0.607303 -0.829 0.200 -0.255
H 1.954420 -3.211723 -0.889803 -0.028 -0.159 0.117
H 2.915764 -2.632471 2.494335 0.078 0.111 0.378
H 3.479694 -2.501508 0.869358 0.155 -0.104 -0.086
H 3.496181 -4.840201 2.463982 0.268 -0.280 -0.103
H 3.691157 -4.902927 0.669204 -0.354 0.055 0.406
H 1.868705 -6.242354 1.586067 0.092 -0.060 -0.019
H 1.350262 -4.747708 3.404805 0.084 -0.451 0.451
H -0.066760 -5.344452 2.492870 -0.284 -0.286 0.084
H 0.674287 -2.624778 2.996000 0.008 -0.056 0.021
H -0.481571 -3.160340 1.820180 -0.853 0.265 -0.438
```
Forces are in eV/Å.

The molecular weight is 1100.038 g/mol. As for the total charge: +1. Its total energy is -135534.93721 eV. As for the spin multiplicity: 8.

No. 3
The following is a quantum chemistry calculation of a molecular structure, C12H24HgN4OTa at a distorted geometry, from the OMol25 dataset.

XYZ file:
```
43
Properties=species:S:1:pos:R:3:forces:R:3
N -1.673335 -0.671323 1.438985 -4.098 -0.135 2.158
C -2.740966 -1.162575 1.881164 3.518 -3.237 -4.810
O -3.418328 -2.173216 1.705992 -0.486 1.811 1.512
Hg -3.965486 -0.305178 3.382460 -1.210 0.723 1.486
Ta 0.039297 0.124368 1.344257 2.484 1.185 -1.101
N -0.128585 1.826093 0.443573 0.144 -0.406 1.182
N 0.921685 -1.175458 0.235545 0.210 0.785 1.149
C -0.573262 2.355072 -0.850268 0.080 0.047 -0.740
C 0.585503 -2.369538 -0.540918 -0.279 -0.423 -0.495
C -0.797567 3.866437 -0.789805 -0.022 0.055 0.027
C 0.515597 2.026556 -1.867475 0.188 -0.062 -0.314
C -1.881801 1.677184 -1.230411 -0.325 -0.057 -0.117
C 0.288527 -3.488390 0.453268 0.068 -0.284 0.045
C 1.740668 -2.760513 -1.458387 0.013 -0.043 -0.155
C -0.660914 -2.082486 -1.359891 -0.012 -0.080 -0.469
H -1.507061 4.121676 0.004819 0.082 0.059 -0.128
H -1.222480 4.195710 -1.747071 0.127 -0.070 0.279
H 0.139564 4.413368 -0.638126 -0.208 -0.049 -0.008
H 1.441966 2.560824 -1.617818 -0.169 -0.078 -0.198
H 0.184647 2.324074 -2.872584 0.239 -0.045 0.270
H 0.738269 0.947956 -1.876594 -0.132 0.276 -0.043
H -1.785145 0.588433 -1.341304 0.075 0.180 0.005
H -2.218808 2.084119 -2.196287 0.038 -0.238 0.349
H -2.656652 1.882037 -0.478863 0.120 0.011 -0.180
H 1.148060 -3.654176 1.113287 -0.208 -0.170 -0.092
H 0.072999 -4.413394 -0.100088 0.095 0.202 0.285
H -0.583039 -3.229502 1.068788 0.117 -0.102 -0.103
H 2.613852 -3.091566 -0.886247 -0.106 0.040 -0.182
H 2.021761 -1.922736 -2.106311 0.003 -0.167 0.056
H 1.416707 -3.596014 -2.092393 0.162 0.223 0.150
H -0.898295 -2.979063 -1.953043 -0.067 0.367 0.206
H -0.491898 -1.249400 -2.056653 -0.083 -0.203 0.145
H -1.519113 -1.855747 -0.714745 0.070 -0.062 -0.173
C 0.727255 2.687519 1.293539 -0.446 0.434 -0.400
H 1.103450 2.130762 2.174098 0.124 -0.015 0.108
H 1.594762 3.068812 0.733746 -0.171 -0.292 0.202
H 0.150666 3.539268 1.684072 0.253 -0.336 0.060
C 2.288285 -1.089690 0.812559 -0.012 -0.370 -0.621
H 2.302128 -0.450869 1.723011 0.130 0.028 0.087
H 2.635625 -2.088903 1.114601 -0.122 0.471 0.269
H 3.003172 -0.666579 0.091110 -0.275 -0.028 0.235
N 0.586927 -0.007989 4.623080 -0.390 0.166 -2.707
C 0.461369 0.064026 3.453328 0.483 -0.111 2.771
```
Forces are in eV/Å.

The molecular weight is 621.889 g/mol. As for the total charge: +2. Its total energy is -26548.38334 eV. As for the spin multiplicity: 2.

No. 4
The following is a quantum chemistry calculation of a molecular structure, C4H10N2O3 at a distorted geometry, from the OMol25 dataset.

XYZ file:
```
19
Properties=species:S:1:pos:R:3:forces:R:3
C 2.843832 1.348326 -0.364929 -1.700 -0.187 0.424
C -1.092655 0.396181 -0.222116 0.995 -2.804 -0.788
C 0.661024 -1.508974 -0.761548 0.051 0.856 1.958
C 0.134436 -0.165568 -0.965769 -1.081 1.524 1.661
N 0.608878 2.159056 1.117207 0.108 -0.910 3.371
N 1.394255 1.089554 0.794811 -0.170 -0.152 -0.986
O 3.516705 0.547709 0.098804 4.107 -3.520 1.793
O 2.556989 2.090881 -1.191299 -1.179 2.972 -2.274
O 1.570262 0.073269 1.722257 -1.211 1.988 0.209
H -2.098022 0.060698 -0.455707 0.030 -0.636 -0.406
H -0.945067 0.294299 0.832922 -0.046 -0.624 0.809
H -1.110846 1.399362 -0.324446 -0.156 3.341 -0.725
H -0.144957 -2.217630 -0.731515 -0.028 -0.832 -0.460
H 1.199862 -1.615858 0.221019 -0.725 0.221 -0.285
H 1.460025 -1.581956 -1.430705 0.843 -1.231 -1.526
H 0.705321 0.473583 -1.625317 -0.457 0.129 -0.178
H 0.632539 2.728740 0.314121 0.133 1.064 -0.861
H 0.841115 2.659344 2.029319 -0.219 -0.945 -1.601
H 2.447351 -0.214031 1.446818 0.705 -0.253 -0.135
```
Forces are in eV/Å.

The molecular weight is 134.135 g/mol. As for the total charge: 0. Its total energy is -13427.47168 eV.